[1]
# C51H38AuClN6O5PS

C51H38AuClN6O5PS as an isolated structure (the ωB97M-V functional and the def2-TZVPD basis, the Open Molecules 2025 dataset).

Multiplicity: 3
<S²>: 2.017
LUMO energy (spin up / spin down) (eV): -2.24 / -6.48
Gap between HOMO and LUMO (spin up / spin down) (eV): 8.4 / 4.4
HOMO energy (spin up / spin down) (Ha): -0.3923 / -0.3984
Charge: +1

```
104
Properties=species:S:1:pos:R:3:forces:R:3
Au 0.356857 0.608954 -0.307392 -0.202 -0.345 0.205
Cl 2.822439 0.930718 -0.699600 0.310 -0.224 -0.050
C 3.123566 2.640267 -0.842748 -0.058 0.447 0.006
C 4.435974 2.999027 -1.111380 0.078 -0.244 0.004
C 4.770312 4.334211 -1.230483 -0.037 0.031 -0.010
C 3.788560 5.299160 -1.074692 0.001 0.000 0.029
C 2.482852 4.923312 -0.814940 0.032 -0.029 0.011
C 2.108612 3.579303 -0.689100 -0.230 -0.327 -0.176
P 0.280374 3.166923 -0.420190 0.429 1.174 0.214
C -0.364547 4.743829 -1.104180 0.057 -0.086 -0.116
C -0.428176 4.928321 -2.481256 0.039 -0.083 0.065
C -0.870286 6.135456 -2.997611 0.026 -0.018 -0.087
C -1.241963 7.165552 -2.145103 0.019 0.030 0.062
C -1.181479 6.980701 -0.772324 0.001 0.042 -0.015
C -0.751516 5.769915 -0.248638 0.036 -0.138 -0.019
C 0.127780 3.335117 1.386816 0.023 -0.200 -0.014
C -1.107632 3.223688 2.028414 -0.099 -0.041 -0.036
C -1.189031 3.280621 3.408556 -0.058 0.114 -0.001
C -0.045166 3.463032 4.171784 0.016 0.005 -0.010
C 1.183580 3.589324 3.543200 0.041 0.065 0.020
C 1.273452 3.521949 2.162538 -0.038 0.007 -0.044
H 5.186850 2.230022 -1.232274 -0.009 -0.019 0.002
H 5.790432 4.615781 -1.450859 0.018 -0.016 0.006
H 4.033699 6.348433 -1.164660 -0.005 0.009 0.017
H 1.736722 5.692640 -0.701664 0.005 0.053 -0.011
H -0.126106 4.127942 -3.146584 -0.010 0.022 -0.057
H -0.916016 6.278659 -4.068916 0.003 -0.018 -0.011
H -1.566496 8.114690 -2.549580 -0.025 -0.005 -0.013
H -1.455106 7.782789 -0.099820 -0.032 0.008 -0.010
H -0.692319 5.635400 0.822849 -0.034 0.047 0.010
H -2.014146 3.105941 1.454389 0.008 -0.022 0.001
H -2.155386 3.196932 3.888260 -0.009 -0.010 -0.004
H -0.114382 3.525205 5.249566 0.011 -0.037 0.016
H 2.080247 3.754585 4.125627 0.004 -0.030 0.014
H 2.239123 3.629881 1.690990 0.043 -0.037 0.042
O -1.755483 2.776875 -0.768513 -0.059 -0.064 -0.015
C -2.368806 1.681418 -0.731913 -0.279 -0.078 -0.120
N -1.832239 0.529810 -0.390085 0.092 0.006 -0.057
S -2.999286 -0.693006 -0.328112 -0.673 -0.303 0.057
O -2.726388 -1.731436 -1.268921 0.136 0.222 -0.167
O -3.270238 -1.029087 1.035334 0.179 0.089 0.110
C -4.324587 0.364930 -0.906832 0.517 0.194 0.054
C -5.658785 0.105111 -1.127538 -0.034 -0.315 -0.001
C -6.458595 1.161096 -1.552114 0.015 0.006 0.036
C -5.933759 2.435559 -1.736684 0.083 0.094 -0.004
C -4.591550 2.690354 -1.492722 0.039 -0.074 -0.015
C -3.804350 1.631658 -1.074481 -0.120 0.101 0.008
H -6.066892 -0.885859 -0.983762 -0.029 -0.001 -0.008
H -7.510055 0.993953 -1.740067 -0.010 -0.058 0.000
H -6.575439 3.239294 -2.070037 -0.040 -0.019 -0.008
H -4.154305 3.669520 -1.632735 -0.033 0.037 0.028
C 2.126898 -0.089450 4.021859 0.156 0.079 0.028
C 1.959354 0.253648 2.695791 0.040 0.205 -0.221
N 0.762857 0.361068 2.115846 -0.276 -0.352 0.300
C -0.315082 0.068613 2.851228 0.287 -0.049 0.450
C -0.242308 -0.295258 4.206338 -0.137 0.003 -0.502
C 1.010951 -0.342667 4.797369 -0.096 -0.135 -0.064
C -1.494968 -0.551469 4.962118 -0.242 -0.309 -0.136
C -2.283985 -1.630691 4.877064 0.410 0.392 0.111
C -1.986548 -2.874102 4.145129 -0.152 -0.330 -0.230
C -3.011963 -3.698535 3.683362 0.087 0.288 0.014
C -2.642040 -4.819401 2.967229 -0.010 -0.033 0.104
N -1.370340 -5.147905 2.771844 0.239 -0.223 -0.354
C -0.463414 -4.325327 3.283046 -0.314 -0.137 -0.004
N -0.713175 -3.220674 3.955661 0.352 0.652 0.185
H 3.122827 -0.144485 4.438388 0.011 -0.019 0.005
H 2.810349 0.486180 2.065963 0.053 -0.050 0.049
H -1.275373 0.132590 2.356921 -0.078 -0.087 -0.036
H 1.114524 -0.619704 5.838389 -0.024 0.010 0.015
H -1.804069 0.263203 5.608855 -0.140 0.003 0.010
H -3.228501 -1.625593 5.406427 -0.014 0.047 0.077
H -4.049775 -3.451965 3.848394 -0.063 0.029 -0.020
H -3.383072 -5.484419 2.539158 -0.030 -0.001 0.031
H 0.580713 -4.586113 3.145983 -0.017 -0.043 -0.012
O -0.451648 -1.860343 0.442693 0.022 -0.150 -0.066
C 0.229249 -2.259036 -0.490740 -0.121 -0.112 0.752
N 0.518357 -3.526424 -0.835422 -0.104 -0.323 0.112
C 1.418778 -3.578441 -1.967307 -0.096 0.010 0.071
C 1.663988 -2.007743 -2.219027 0.468 0.197 -0.842
O 2.413975 -1.588166 -3.055894 -0.193 -0.072 0.092
N 0.918958 -1.377487 -1.300301 -0.373 0.265 0.344
C 0.747753 -4.248555 -3.152112 0.000 0.026 -0.159
C 0.288723 -3.558698 -4.264693 0.054 0.044 0.056
C -0.367004 -4.238587 -5.281914 -0.086 -0.053 -0.045
C -0.583729 -5.603244 -5.185953 0.059 0.017 -0.010
C -0.116923 -6.297065 -4.078255 -0.038 -0.066 0.053
C 0.547506 -5.625888 -3.067023 0.011 0.085 0.000
C 2.775726 -4.150864 -1.647146 0.169 -0.063 0.078
C 3.659952 -4.410763 -2.695275 -0.097 -0.006 0.080
C 4.908252 -4.942242 -2.432417 -0.006 0.043 -0.075
C 5.294281 -5.205887 -1.124092 -0.021 -0.002 0.033
C 4.427031 -4.928641 -0.077605 0.143 0.006 0.007
C 3.176230 -4.391498 -0.334680 -0.160 0.009 -0.100
H 0.012184 -4.325864 -0.467486 0.126 0.310 -0.124
H 0.452657 -2.493113 -4.353151 -0.005 0.002 -0.026
H -0.711774 -3.700503 -6.154646 -0.010 0.042 0.018
H -1.105852 -6.130568 -5.972840 0.016 0.010 -0.023
H -0.267393 -7.365937 -4.004328 -0.006 -0.002 0.011
H 0.920063 -6.169550 -2.206442 0.025 -0.044 -0.017
H 3.355615 -4.193831 -3.710379 0.022 -0.032 -0.032
H 5.580633 -5.148959 -3.253705 0.037 -0.016 0.010
H 6.270608 -5.625402 -0.922905 0.010 -0.010 0.010
H 4.730655 -5.128581 0.941277 -0.024 -0.007 0.015
H 2.498336 -4.174163 0.479587 -0.003 -0.010 0.040
```
Positions in Å, forces in eV/Å.

Mulliken atomic charge list, values in e, 99 entries: 1.1952, -0.0145, 1.2156, -0.7814, -0.5387, -0.9973, -0.3230, -0.7290, 1.4725, 0.0680, -0.5151, -0.8713, -0.5242, -0.9362, 0.1457, 0.6824, -0.1726, -0.8230, -0.6356, -0.8143, -0.8081, 0.5233, 0.4089, 0.4564, 0.5393, 0.4485, 0.4558, 0.4230, 0.4333, 0.4171, 0.5560, 0.4916, 0.4106, 0.4429, 0.4424, -0.1731, 0.5940, -0.4707, 0.9684, -0.7042, -0.5214, 0.2506, -0.6745, -0.6294, -0.7068, -0.4375, -0.3169, 0.5142, 0.4134, 0.4287, 0.6098, -1.3028, -0.6658, 0.9201, 0.1859, 0.4120, -0.2859, -1.3677, -0.8865, 0.8944, -0.5230, -0.2075, -0.6001, -0.2225, -0.3705, 0.4810, 0.4806, 0.3737, 0.5377, 0.4352, 0.4458, 0.4134, 0.4122, 0.4915, -0.3096, 0.0663, 0.3026, 3.0637, -0.8149, -0.5867, 0.0763, -0.2911, -0.2620, -0.9747, -0.4442, -0.9254, -0.1725, -0.7457, -0.2103, -0.8941, -0.4417, -0.8952, -0.3604, 0.3541, 0.4482, 0.4331, 0.4182, 0.4143, 0.4383


[2]
# C51H40BaBrN9O6

C51H40BaBrN9O6 as an isolated structure (the ωB97M-V functional and the def2-TZVPD basis, the Open Molecules 2025 dataset).

LUMO energy (spin up / spin down) (eV): 2.72 / 2.72
Gap between HOMO and LUMO (spin up / spin down) (eV): 2.8 / 2.8
HOMO energy (spin up / spin down) (Ha): -0.0028 / -0.0033
Charge: -2

```
108
Properties=species:S:1:pos:R:3:forces:R:3
Ba 0.502822 -0.679236 -0.699662 -1.359 -1.107 -1.619
Br 2.024556 2.149529 1.891943 5.220 0.431 0.682
C 3.337623 1.517630 0.673990 0.648 -0.831 -1.243
C 4.619641 2.033876 0.758536 0.250 0.179 0.081
C 5.571089 1.566537 -0.134627 -0.436 -0.482 -0.357
C 5.206921 0.604589 -1.075233 0.166 0.163 0.114
C 3.893684 0.108911 -1.124705 -0.060 0.553 0.596
N 2.959347 0.588416 -0.224381 1.400 0.210 -0.125
C 3.600458 -0.987018 -2.243266 -0.549 -2.300 -2.368
O 4.605835 -1.293574 -2.976560 -1.114 1.356 2.020
O 2.444934 -1.519704 -2.395340 2.230 1.988 1.615
H 4.878793 2.780899 1.498129 -0.153 -0.036 0.002
H 6.589616 1.939639 -0.108921 -0.075 0.017 0.041
H 5.947796 0.232248 -1.780176 -0.438 -0.095 0.051
C -2.562657 11.574803 6.129083 -0.033 0.016 0.221
O -2.403621 10.299535 6.738435 -0.051 0.458 -0.267
C -2.096924 9.255055 5.911999 0.055 -0.452 0.195
C -1.963894 8.022827 6.553430 0.164 -0.681 -0.268
C -1.652840 6.864944 5.830099 -0.167 0.815 0.144
C -1.468465 6.919956 4.442604 -0.023 0.278 -0.128
C -1.602173 8.164542 3.809061 -0.071 0.119 0.352
C -1.913437 9.322840 4.533521 0.095 -0.260 -0.298
C -1.145269 5.737656 3.634911 0.298 -0.955 -0.947
N -0.932399 5.721383 2.333092 -0.019 0.310 -0.065
C -0.669862 4.409873 1.986307 -0.294 0.012 2.068
C -0.721392 3.597911 3.098838 -0.132 2.034 -0.917
N -1.022571 4.460995 4.127989 -0.115 -0.232 1.042
C -0.494978 2.212350 3.036735 -0.904 -0.459 0.913
C -0.581308 1.507053 4.263670 0.228 -0.913 -0.403
C -0.375112 0.142244 4.301564 -0.225 0.999 0.875
C -0.089993 -0.474404 3.115087 0.300 0.684 -2.536
N -0.004850 0.185011 1.940997 -0.740 1.087 -0.663
C -0.197943 1.576741 1.798723 -2.518 -2.347 1.504
C -0.134278 2.454640 0.551921 -1.318 1.218 -3.055
N 0.134928 2.118292 -0.798943 -0.241 -0.119 2.143
C 0.156251 3.020002 -1.804246 0.172 -2.032 1.290
C -0.080555 4.355105 -1.622174 -0.280 1.027 0.866
C -0.352311 4.770389 -0.334011 0.203 -0.449 -0.705
C -0.379087 3.841170 0.732227 -0.300 0.704 -1.197
H -2.809938 12.292892 6.916860 0.060 -0.307 -0.006
H -3.390036 11.569376 5.411786 0.172 -0.031 -0.078
H -1.631425 11.905445 5.657335 -0.121 -0.082 -0.121
H -2.104431 7.963508 7.630532 0.008 0.100 -0.205
H -1.561070 5.936438 6.383637 0.008 0.025 -0.109
H -1.463114 8.239256 2.730959 -0.017 -0.165 0.290
H -2.003516 10.255018 3.986218 -0.013 -0.069 0.148
H -1.140904 4.201336 5.093553 -0.002 0.009 -0.139
H -0.808501 2.006708 5.200021 -0.010 0.234 -0.217
H -0.435266 -0.419463 5.225672 -0.017 0.032 -0.038
H 0.085493 -1.544305 3.056565 -0.105 0.054 -0.149
H 0.377495 2.611472 -2.785493 -0.154 -0.055 0.261
H -0.055867 5.052243 -2.450218 -0.008 -0.068 0.005
H -0.545764 5.826969 -0.152581 -0.003 -0.351 0.299
C 2.696004 -4.612957 2.499298 -0.370 -0.035 -0.443
N 2.965805 -3.199057 2.664732 -0.449 0.265 -0.544
C 3.853531 -2.743930 3.713505 -0.133 0.670 -0.272
C 2.367036 -2.294904 1.811789 0.076 -0.707 0.027
O 1.603972 -2.575805 0.897035 1.016 -0.380 1.286
H 3.234415 -5.208968 3.240198 -0.034 0.239 -0.080
H 3.001382 -4.916875 1.493456 -0.142 -0.163 0.111
H 1.620242 -4.783298 2.604515 0.107 -0.190 -0.117
H 4.242660 -3.581111 4.297867 -0.148 0.135 -0.203
H 3.303592 -2.061555 4.368608 0.249 -0.043 0.213
H 4.683437 -2.194967 3.258541 0.141 -0.045 0.298
H 2.647087 -1.251334 2.034552 0.041 0.003 0.049
N -1.923438 0.899843 -8.503408 0.196 -0.104 0.627
C -1.580308 0.683853 -7.415879 -0.147 0.117 -0.533
C -1.156528 0.416968 -6.072466 0.037 0.101 -0.088
C -1.850473 -0.511578 -5.288058 -0.225 -0.533 0.640
C -1.435274 -0.769339 -3.979779 0.052 0.552 -1.228
C -0.330597 -0.103011 -3.454199 0.603 0.033 1.873
C 0.363150 0.822036 -4.231054 -1.145 -0.545 -1.187
C -0.047249 1.084059 -5.540031 0.606 0.343 0.298
H -2.714944 -1.037935 -5.688561 0.061 0.114 -0.172
H -1.968970 -1.488856 -3.364819 -0.101 0.011 -0.089
H 1.223426 1.335953 -3.810849 0.288 0.013 -0.283
H 0.502242 1.808784 -6.138022 -0.135 -0.043 -0.205
O -1.880953 -3.545143 0.600651 0.016 -0.161 0.557
C -1.466914 -3.849798 -0.512001 -0.790 0.551 1.967
N -1.836115 -5.009035 -1.106709 -1.137 -1.835 -0.490
C -1.206804 -5.217107 -2.374141 -0.594 -0.469 0.203
C -0.395933 -3.892412 -2.384911 1.732 1.180 -1.284
O 0.375280 -3.574337 -3.291505 -0.819 -0.953 0.325
N -0.637827 -3.166976 -1.283237 1.016 0.575 -0.986
C -0.352464 -6.498221 -2.281653 0.260 -0.295 -0.347
C 1.010828 -6.458501 -1.939409 -0.123 0.038 0.003
C 1.762419 -7.630919 -1.821255 -0.472 0.141 -0.005
C 1.164543 -8.869714 -2.035144 -0.001 0.061 0.003
C -0.187971 -8.937895 -2.357418 -0.029 0.414 0.113
C -0.940881 -7.765706 -2.469245 0.329 0.240 0.002
C -2.211307 -5.225015 -3.544982 -0.094 -0.175 -0.395
C -1.752896 -5.431218 -4.860363 -0.118 -0.012 0.154
C -2.638832 -5.448631 -5.940050 0.100 0.071 0.478
C -4.000335 -5.248183 -5.727720 -0.022 0.013 0.109
C -4.474549 -5.022771 -4.437870 0.434 -0.042 -0.028
C -3.588797 -5.008652 -3.357066 0.315 -0.037 -0.045
H -2.370566 -5.697657 -0.608137 0.051 0.008 0.011
H 1.500351 -5.503426 -1.751599 -0.199 -0.083 -0.200
H 2.813482 -7.566419 -1.554908 -0.102 -0.003 -0.056
H 1.750679 -9.778631 -1.941994 -0.036 0.031 -0.036
H -0.662608 -9.901277 -2.517591 0.020 0.073 0.015
H -1.999266 -7.842371 -2.709287 0.132 0.115 -0.065
H -0.686430 -5.560783 -5.041531 -0.201 0.053 0.138
H -2.257440 -5.602340 -6.944959 -0.032 0.033 0.094
H -4.687887 -5.247500 -6.567739 0.037 -0.003 0.044
H -5.531507 -4.839685 -4.267565 0.105 -0.016 -0.010
H -3.979324 -4.800191 -2.363119 0.218 -0.044 -0.122
H -2.071706 -0.576051 -0.280006 -0.051 0.495 0.283
```
Positions in Å, forces in eV/Å.

Mulliken atomic charge list, values in e, 99 entries: -0.1127, 0.0713, -0.0421, -0.6201, -0.4331, -0.4441, 0.2153, 0.5526, -0.2225, -0.8181, -0.1569, 0.4293, 0.3782, 0.5079, -0.8185, -0.4613, 0.9155, -0.7030, -0.4137, 0.4645, -0.9051, -0.3072, -0.1070, -0.8245, 0.9947, 0.2172, -0.0951, 1.2347, -0.7026, -1.3921, -0.5539, 0.5801, -0.7431, -0.6632, 0.4189, -0.1218, -1.1810, -0.4569, 1.1200, 0.2348, 0.3303, 0.3262, 0.3745, 0.2673, 0.4383, 0.3596, 0.1343, 0.2020, 0.4283, 0.7325, -0.1007, 0.4533, 0.4465, -0.8447, 0.2432, -0.8879, -0.3112, -0.2407, 0.2908, 0.2914, 0.2928, 0.2980, 0.2882, 0.3042, 0.2309, -0.7018, 0.1373, 0.5541, -0.7243, -0.9160, 0.9117, -1.0241, -0.6135, 0.4051, 0.3198, 0.5391, 0.3330, -0.8856, -0.5252, -0.0285, 3.3777, -1.3875, -0.6449, 1.3346, -0.3060, -0.2927, -0.9244, -0.3189, -0.7678, -0.2334, -0.7299, -0.0541, -0.8479, -0.3196, -0.8121, -0.3313, 0.2563, 0.5243, 0.3950


Taking the records one at a time from the top gives ΔE to the lowest compared entry with this formula, charge and spin values of 1.264, 1.766 eV.
Taking the records one at a time from the top gives F_max values of 1.3, 5.3 eV Å⁻¹.